Record 1
C15H16N5O3PdSe as an isolated structure, computed with wB97M-V/def2-TZVPD.

CARTESIAN COORDINATES (ANGSTROEM)
Pd -1.905 1.087 -0.223
C 2.350 2.935 1.216
C 0.932 2.544 1.484
N 0.548 1.417 1.968
O 1.619 0.526 2.233
C -1.350 3.230 1.766
C -1.763 3.770 3.089
N -2.078 2.438 1.087
O -3.233 1.944 1.371
H 2.964 2.625 2.062
H 2.424 4.011 1.082
H 2.725 2.462 0.305
H 2.199 0.549 1.459
H -0.949 3.628 3.801
H -2.652 3.250 3.435
H -1.979 4.839 3.031
Se 0.148 1.212 -1.431
N -0.059 3.490 1.237
C 0.006 4.381 0.119
C -0.422 5.690 0.333
C -0.410 6.630 -0.677
C 0.088 6.269 -1.926
C 0.541 4.986 -2.139
C 0.481 3.990 -1.145
N 0.988 2.756 -1.504
H -0.760 5.960 1.326
H -0.758 7.636 -0.489
H 0.127 6.993 -2.730
H 0.939 4.689 -3.100
O -2.079 -0.782 -1.181
N -1.833 -1.769 -0.330
C -0.867 -1.668 0.615
C -0.676 -2.707 1.502
C -1.439 -3.858 1.406
C -2.400 -3.940 0.411
C -2.585 -2.877 -0.441
H -0.329 -0.729 0.640
H 0.082 -2.589 2.262
H -1.291 -4.674 2.099
H -3.023 -4.816 0.296
H -3.318 -2.832 -1.231

## Properties
E_tot (eV): -98227.327
2S+1: 2

Record 2
A 11-piece molecular cluster, C42H111N5O22 overall, computed with wB97M-V/def2-TZVPD.

CARTESIAN COORDINATES (ANGSTROEM)
C 4.585 5.058 -0.641
C 5.021 3.590 -0.609
O 3.954 2.830 -0.055
O 3.556 5.303 -1.532
H 5.471 5.680 -0.774
H 4.120 5.231 0.330
H 5.887 3.543 0.052
H 5.379 3.194 -1.559
H 3.768 2.251 -0.798
H 3.945 5.451 -2.397
C 0.040 3.775 -0.943
C 0.565 3.090 0.336
O 1.640 3.749 0.930
O 0.970 3.776 -2.063
H -0.228 4.816 -0.761
H -0.928 3.364 -1.232
H 0.857 2.064 0.108
H -0.183 3.061 1.129
H 2.460 3.336 0.648
H 1.818 4.111 -1.762
C 1.135 8.763 0.507
C 1.553 7.287 0.244
O 0.736 6.487 1.159
O -0.248 9.024 0.117
H 1.849 9.440 0.037
H 1.265 8.836 1.587
H 2.596 7.150 0.529
H 1.403 6.962 -0.786
H 0.977 5.569 1.017
H -0.724 8.451 0.722
C 0.831 4.358 4.076
C 1.064 2.944 4.389
O 0.186 2.401 5.374
O 1.224 5.266 5.129
H -0.194 4.583 3.782
H 1.457 4.618 3.222
H 2.037 2.633 4.770
H 0.886 2.424 3.447
H 0.314 2.882 6.195
H 1.228 6.142 4.738
C 1.645 2.575 -5.658
C 2.611 2.101 -6.749
O 3.882 2.684 -6.817
O 2.205 2.572 -4.304
H 0.770 1.934 -5.762
H 1.283 3.576 -5.895
H 2.127 2.025 -7.723
H 2.835 1.038 -6.659
H 4.251 2.358 -5.993
H 1.532 2.967 -3.745
C -2.089 0.795 3.316
C -2.489 2.009 2.424
O -2.366 1.573 1.051
O -2.948 -0.350 3.051
H -2.181 1.106 4.357
H -1.027 0.564 3.234
H -1.761 2.800 2.607
H -3.454 2.462 2.650
H -2.916 0.811 0.851
H -2.660 -1.004 2.410
C 4.537 2.649 3.246
O 4.676 3.111 4.568
C 4.964 4.437 4.728
C 6.503 4.562 4.723
N 6.939 5.891 5.149
C 8.256 6.217 4.742
C 9.414 5.383 5.284
O 9.452 4.300 4.401
C 10.313 3.241 4.909
H 5.560 2.586 2.876
H 3.915 3.333 2.668
H 4.091 1.666 3.099
H 4.547 4.689 5.703
H 4.455 5.041 3.976
H 6.723 4.356 3.676
H 7.002 3.825 5.354
H 6.949 5.807 6.155
H 8.436 7.170 5.239
H 8.419 6.546 3.716
H 9.353 5.082 6.330
H 10.360 5.924 5.234
H 9.932 2.746 5.803
H 11.302 3.636 5.144
H 10.611 2.507 4.161
C 1.955 -0.320 2.247
O 1.631 -1.046 1.063
C 2.648 -1.075 0.064
C 2.596 -2.378 -0.819
N 2.910 -3.510 0.056
C 2.726 -4.805 -0.619
C 3.100 -6.019 0.190
O 2.026 -6.410 1.022
C 2.320 -7.585 1.735
H 2.912 -0.523 2.728
H 1.241 -0.663 2.996
H 1.995 0.727 1.948
H 3.661 -1.041 0.465
H 2.430 -0.250 -0.614
H 3.324 -2.253 -1.621
H 1.689 -2.490 -1.412
H 2.291 -3.475 0.853
H 3.425 -4.815 -1.455
H 1.729 -4.887 -1.052
H 4.045 -6.051 0.731
H 3.229 -6.787 -0.573
H 1.398 -8.159 1.830
H 2.860 -7.442 2.670
H 2.971 -8.298 1.228
C -6.998 4.093 -5.986
O -5.863 4.813 -5.447
C -6.215 6.165 -5.255
C -5.081 6.990 -4.681
N -4.428 6.347 -3.592
C -5.173 6.633 -2.390
C -4.554 5.806 -1.245
O -4.830 4.403 -1.333
C -4.271 3.584 -0.345
H -7.262 4.577 -6.926
H -7.852 4.024 -5.311
H -6.732 3.060 -6.211
H -7.134 6.094 -4.674
H -6.445 6.669 -6.194
H -5.213 8.063 -4.546
H -4.239 6.938 -5.372
H -4.357 5.368 -3.830
H -6.190 6.263 -2.255
H -5.019 7.606 -1.924
H -4.885 6.286 -0.324
H -3.473 5.876 -1.364
H -3.186 3.684 -0.342
H -4.469 2.550 -0.627
H -4.774 3.772 0.604
C -0.100 0.378 -2.465
O -0.267 -0.910 -3.172
C -1.489 -1.160 -4.006
C -1.451 -2.429 -4.806
N -2.702 -2.631 -5.477
C -2.607 -3.953 -6.128
C -3.902 -4.311 -6.950
O -3.863 -5.390 -7.934
C -2.934 -5.185 -9.009
H -1.036 0.710 -2.016
H 0.128 1.036 -3.303
H 0.743 0.425 -1.776
H -1.549 -0.279 -4.644
H -2.388 -1.123 -3.391
H -1.263 -3.255 -4.120
H -0.632 -2.390 -5.524
H -2.681 -1.914 -6.187
H -2.422 -4.760 -5.419
H -1.774 -3.911 -6.831
H -4.325 -3.430 -7.433
H -4.586 -4.565 -6.141
H -3.189 -4.267 -9.537
H -3.125 -6.000 -9.708
H -1.933 -5.340 -8.607
C -5.468 11.395 -2.525
O -4.723 10.217 -2.309
C -3.289 10.486 -2.313
C -2.427 9.235 -2.164
N -2.387 8.305 -3.312
C -1.464 7.192 -2.959
C 0.028 7.562 -3.141
O 0.387 7.845 -4.532
C 0.112 6.848 -5.458
H -5.271 11.941 -3.447
H -5.265 12.129 -1.746
H -6.474 10.977 -2.557
H -3.122 11.094 -1.424
H -2.962 11.097 -3.154
H -2.878 8.692 -1.333
H -1.434 9.609 -1.916
H -3.252 7.786 -3.366
H -1.724 6.375 -3.632
H -1.610 6.822 -1.944
H 0.525 6.631 -2.868
H 0.297 8.406 -2.508
H -0.935 6.707 -5.723
H 0.628 5.983 -5.042
H 0.581 7.072 -6.416

## Properties
E_tot (eV): -97826.872
Net charge: +1
2S+1: 2

Record 3
A 3-piece molecular cluster, C5H13NO2 overall, computed with wB97M-V/def2-TZVPD.

CARTESIAN COORDINATES (ANGSTROEM)
C 0.100 -0.432 -2.360
N 0.988 1.347 -0.300
C 0.547 0.016 -0.059
C 0.095 -0.843 -0.977
C 1.511 -1.174 1.752
C 0.623 -0.259 1.405
H 0.107 0.617 -2.558
H -0.738 -0.834 -2.939
H 1.008 -0.883 -2.820
H 1.424 1.473 -1.152
H 1.579 1.670 0.374
H -0.113 -1.780 -0.592
H 1.974 -1.779 1.059
H 1.660 -1.375 2.697
H 0.184 0.315 2.198
H -1.980 -2.287 1.319
H -2.212 -0.788 0.568
O -2.154 -1.217 1.375
H -1.115 2.525 0.979
H -1.767 2.581 -0.376
O -1.722 3.106 0.407

## Properties
E_tot (eV): -10978.420

Record 4
C5H8EuLiO4 as an isolated structure, computed with wB97M-V/def2-TZVPD.

CARTESIAN COORDINATES (ANGSTROEM)
O 2.679 -0.382 0.900
C 2.262 -1.758 0.767
C 1.253 -2.175 1.838
H 1.831 -1.894 -0.247
H 3.179 -2.378 0.785
H 1.661 -2.960 2.498
H 0.338 -2.603 1.392
O -1.524 0.145 -0.932
C -1.360 0.417 0.343
C -2.798 -0.490 -1.142
O -0.411 1.070 0.765
O -2.379 0.055 1.083
C -3.304 -0.713 0.289
H -2.623 -1.421 -1.691
H -3.425 0.190 -1.727
H -3.233 -1.758 0.608
H -4.311 -0.325 0.462
Eu 2.002 1.439 -0.397
Li 1.624 -0.224 2.444

## Properties
E_tot (eV): -33035.791
2S+1: 9